# 1
Here is a molecular structure, C20H31ClN2OPt in a non-equilibrium geometry from the Open Molecules 2025 dataset. Energies are from wB97M-V/def2-TZVPD.

```
56
Properties=species:S:1:pos:R:3:forces:R:3
C 0.237 0.874 -5.955 0.1111 0.4284 -2.8041
C 1.625 1.394 -5.984 -0.0022 -0.1573 1.2880
C -0.007 -0.540 -6.332 -0.0585 -0.2432 1.2839
C -0.890 1.835 -6.018 -0.0892 -0.1545 1.2860
Cl 0.101 0.371 -2.524 0.0457 0.2381 0.0086
H -0.017 -0.682 -7.424 0.0926 0.5294 0.0379
H -0.971 -0.897 -5.968 -0.0372 0.1364 -0.0749
H 0.769 -1.204 -5.946 0.0848 0.1152 -0.0728
H 1.950 1.651 -7.004 -0.5021 -0.1785 -0.0888
H 2.342 0.662 -5.610 -0.0835 -0.0877 -0.1101
H 1.730 2.306 -5.393 -0.1297 0.0260 -0.0892
H -1.082 2.181 -7.046 0.4133 -0.3335 -0.0795
H -0.695 2.731 -5.427 0.1366 -0.0126 -0.0853
H -1.823 1.393 -5.667 0.0523 -0.1103 -0.1061
C 1.630 -0.842 1.727 1.7199 -0.3980 -0.1306
C 1.042 -1.956 1.087 -0.1466 -0.5393 -0.4939
C 1.472 -1.972 -0.265 -0.3562 -0.0240 0.2165
H 0.392 -2.677 1.552 -0.0514 -0.1193 -0.0063
C 2.339 -0.870 -0.446 -0.2202 0.0769 -0.3388
C 2.436 -0.179 0.776 -0.1704 0.6234 0.6575
H 3.032 0.697 0.969 0.0623 0.0511 -0.0605
H 1.518 -0.570 2.762 0.9333 -0.8649 -1.2923
H 1.201 -2.693 -1.017 -0.0536 -0.0237 -0.0074
H 2.798 -0.582 -1.375 0.0698 -0.0012 -0.0373
C -1.944 0.950 1.262 -0.6291 0.5906 -0.8934
C -1.809 -0.379 1.712 -1.4742 -0.9368 -0.4088
C -2.102 -1.241 0.630 -0.3587 -0.2384 -0.3572
H -1.520 -0.686 2.704 -0.8135 -0.3837 -1.0871
C -2.418 -0.451 -0.490 0.2997 -0.6449 -0.1358
C -2.312 0.907 -0.107 0.2803 0.6155 0.6068
H -2.475 1.756 -0.745 -0.0492 0.0877 -0.0522
H -1.822 1.840 1.854 -0.0169 0.0786 -0.1086
H -2.076 -2.318 0.655 -0.0159 -0.0525 -0.0285
H -2.651 -0.810 -1.477 0.0016 -0.0243 -0.0432
Pt 0.000 0.000 0.000 -0.3685 -1.4860 -1.6160
C -2.110 -0.739 4.771 -0.3981 -1.6096 -0.2118
N -1.136 0.461 4.593 -0.5927 -1.6264 0.0716
C -1.256 1.373 5.667 -0.8137 1.3176 0.6031
C -0.017 1.246 6.535 0.2361 0.1519 1.0293
C 1.263 1.365 5.704 0.2309 1.5241 0.6477
N 1.205 0.450 4.621 -0.1330 -1.1322 -0.1848
C 2.182 -0.744 4.787 0.0152 -1.4422 -0.5233
C 0.054 0.679 3.789 -0.1510 -5.1764 -6.0591
O 0.011 0.452 2.483 1.7454 4.9278 10.1254
H -1.929 -1.728 4.257 0.5177 1.5684 -0.2067
H -3.167 -0.467 4.499 1.2389 0.3184 0.1049
H -2.149 -1.150 5.814 0.4784 1.3649 -0.3524
H -1.377 2.360 5.187 0.2806 0.0607 0.5411
H -2.180 1.185 6.261 0.7385 -0.0058 -0.4852
H -0.034 0.236 7.000 0.0318 0.6308 -0.0336
H -0.038 2.023 7.308 0.0542 -0.3195 0.0206
H 2.155 1.186 6.328 -0.4414 -0.0090 -0.3273
H 1.369 2.360 5.228 -0.1337 -0.1232 0.6354
H 3.208 -0.461 4.457 -0.8927 0.1841 0.2048
H 2.240 -1.154 5.825 -0.3904 1.3566 -0.2923
H 1.944 -1.712 4.264 -0.2973 1.4563 -0.0842
```
Forces are in eV/Å.

The calculation puts the largest force on an atom at 0.2216 hartree/bohr. The expectation value of S² is 6.053. The energy comes out at -1543.9463 hartree. For the HOMO energy (alpha / beta), the calculation gives -11.9 / -12.5 eV. As for the net charge: +2. The spin multiplicity is 5.

Here are the natural (NBO) charges for atoms 1 to 6, given in e: C 0.6837; C -0.7698; C -0.7698; C -0.7697; Cl -0.7043; H 0.3216

# 2
Here is 9 unconnected molecules or ions with the total composition C36H90O18 in a non-equilibrium geometry from the Open Molecules 2025 dataset. Energies are from wB97M-V/def2-TZVPD.

```
144
Properties=species:S:1:pos:R:3:forces:R:3
C -9.141 -4.845 0.046 -0.2839 -0.1600 -0.0697
O -8.095 -3.958 0.348 -0.0294 -0.1147 -0.2253
C -7.515 -4.241 1.588 -0.4599 0.0550 0.7506
C -6.284 -3.403 1.782 0.2467 -0.1443 -0.4081
O -5.391 -3.633 0.709 0.0567 -0.2402 0.1270
C -4.060 -3.311 1.038 -0.0183 -0.2248 -0.0951
H -9.922 -4.837 0.820 0.0863 0.0337 -0.0023
H -8.784 -5.877 -0.070 0.0719 0.0657 0.0703
H -9.595 -4.539 -0.895 0.0861 0.0932 0.0083
H -7.299 -5.308 1.733 0.1723 -0.0135 -0.4091
H -8.231 -3.990 2.396 0.1305 0.0171 -0.0735
H -5.802 -3.704 2.720 -0.1296 0.1860 0.1408
H -6.565 -2.343 1.808 0.1064 0.0381 0.1445
H -3.984 -2.250 1.303 0.2254 -0.0313 0.0157
H -3.442 -3.552 0.174 -0.0531 0.2753 -0.1086
H -3.673 -3.935 1.857 -0.1857 0.1761 0.1499
C 1.378 1.749 0.103 -0.5020 0.5514 -0.3451
O 1.035 0.921 -0.996 0.0033 0.3261 -0.1119
C 1.413 -0.425 -0.871 0.4981 -0.2185 -0.3496
C 0.665 -1.224 0.170 0.2216 -0.4403 0.2734
O -0.688 -1.513 -0.135 0.1230 0.1001 0.1413
C -1.545 -0.409 0.016 -0.1466 0.8484 -0.2179
H 0.705 1.571 0.950 0.2646 -0.0542 0.1418
H 1.208 2.770 -0.248 -0.0656 0.0036 0.1092
H 2.430 1.726 0.397 -0.0664 -0.4544 0.0220
H 2.501 -0.479 -0.702 -0.1559 -0.1079 0.3832
H 1.294 -0.907 -1.845 -0.3143 0.1227 -0.0300
H 0.728 -0.766 1.167 -0.0603 0.1372 -0.0653
H 1.174 -2.190 0.248 -0.0971 -0.0008 -0.0574
H -2.571 -0.751 0.149 0.0606 -0.2086 0.0545
H -1.527 0.270 -0.845 0.0521 -0.2485 -0.1663
H -1.266 0.241 0.860 0.0035 -0.3427 0.2032
C 0.055 3.433 -5.045 0.0324 -0.5740 -0.0091
O -0.869 3.660 -4.017 -0.0915 -0.1073 0.0256
C -0.672 2.785 -2.917 0.0183 0.4083 -0.2627
C -1.858 2.933 -2.015 0.2423 0.4738 0.6284
O -2.951 2.253 -2.562 -0.0952 -0.1153 -0.0884
C -4.010 2.121 -1.654 -0.1218 0.0225 0.2204
H -0.006 2.386 -5.388 -0.0333 0.1716 -0.0636
H 1.089 3.596 -4.715 -0.0107 0.2014 -0.0306
H -0.199 4.086 -5.873 0.0941 0.1186 -0.0337
H 0.244 3.085 -2.397 0.0189 -0.1901 0.1127
H -0.586 1.744 -3.252 0.0767 0.0189 0.0110
H -2.063 4.009 -1.894 -0.1624 -0.0717 -0.1659
H -1.627 2.585 -0.994 0.0571 -0.3057 -0.1924
H -4.263 3.073 -1.167 0.0088 0.0285 -0.1270
H -3.761 1.404 -0.857 -0.0500 -0.0044 -0.0666
H -4.876 1.769 -2.210 -0.0222 -0.0679 0.0517
C -0.040 -5.148 5.675 0.1977 -0.6868 0.0207
O -0.060 -4.240 6.744 0.1390 0.4203 0.2282
C -1.173 -3.373 6.797 -0.1809 -0.4058 0.1316
C -1.188 -2.289 5.751 0.1094 0.1940 0.0372
O -1.581 -2.797 4.492 0.1523 0.1695 0.2844
C -1.270 -1.923 3.437 -0.1230 -0.2954 -0.5186
H -0.901 -5.829 5.703 -0.1361 0.2322 -0.1131
H 0.842 -5.778 5.817 -0.0042 0.1677 -0.0200
H 0.026 -4.660 4.705 -0.1106 0.0386 -0.0934
H -1.122 -2.896 7.776 0.0019 0.0138 0.0155
H -2.101 -3.960 6.759 -0.0240 0.0905 -0.0897
H -0.177 -1.860 5.700 -0.0170 -0.0046 -0.1061
H -1.870 -1.486 6.069 -0.0056 -0.0372 -0.0360
H -1.562 -2.458 2.533 0.1117 0.2055 -0.1329
H -0.198 -1.691 3.384 0.0187 -0.0909 0.0992
H -1.815 -0.973 3.471 -0.1291 -0.0550 0.1887
C 3.301 3.294 -2.581 1.2739 -0.3064 -0.6225
O 3.486 3.841 -1.300 -0.2737 0.1867 0.2515
C 4.635 4.652 -1.113 -0.2219 -0.5153 0.1220
C 4.573 6.012 -1.771 -0.2382 0.3099 0.3080
O 4.549 6.029 -3.175 0.1896 0.0418 -0.2672
C 5.733 5.539 -3.772 0.1532 0.1372 0.3865
H 2.398 2.693 -2.592 -0.1836 0.1808 0.0985
H 4.139 2.615 -2.845 -0.1545 -0.0214 0.2710
H 3.338 4.053 -3.366 -0.5584 0.0688 0.0896
H 5.540 4.087 -1.385 -0.0213 0.0959 -0.0857
H 4.656 4.817 -0.034 0.2015 0.0527 0.0051
H 5.407 6.623 -1.391 0.0536 -0.1183 -0.0600
H 3.652 6.506 -1.452 -0.0071 -0.0580 -0.0446
H 6.618 5.797 -3.172 -0.0810 0.0400 -0.0103
H 5.840 6.025 -4.737 -0.0850 -0.2050 -0.1513
H 5.708 4.448 -3.857 0.0160 0.0157 -0.2342
C -1.182 -5.046 -4.262 0.2236 -0.1889 -0.0572
O -1.878 -4.615 -3.122 -0.1167 -0.1453 -0.0926
C -1.310 -3.493 -2.500 -0.0696 0.3792 0.2721
C -1.351 -2.237 -3.368 0.1396 -0.2631 -0.5163
O -2.582 -2.057 -4.039 0.1514 0.3193 0.0467
C -3.599 -1.578 -3.202 -0.3644 0.0228 0.7083
H -1.096 -4.272 -5.029 -0.0782 0.0157 0.0102
H -1.730 -5.889 -4.678 -0.0127 0.0045 0.0088
H -0.168 -5.386 -3.996 -0.0571 0.0621 -0.0305
H -0.257 -3.676 -2.228 -0.0503 0.0097 0.0551
H -1.879 -3.349 -1.582 0.0711 0.0102 0.0238
H -0.607 -2.337 -4.156 0.0908 0.0738 -0.0804
H -1.079 -1.345 -2.792 -0.0518 -0.0678 0.1963
H -3.258 -0.780 -2.523 0.1982 -0.0216 -0.2286
H -4.015 -2.368 -2.558 -0.0030 -0.0013 -0.1928
H -4.399 -1.155 -3.807 0.0236 -0.1516 -0.1545
C 6.356 0.613 -1.184 0.2164 0.2184 -0.2343
O 6.293 0.487 0.209 0.0111 -0.1254 0.1613
C 4.992 0.716 0.702 0.1064 -0.2836 -0.0967
C 5.074 0.782 2.217 -0.2303 0.3902 -0.2667
O 3.864 1.304 2.737 0.0490 0.0199 0.4519
C 2.966 0.310 3.193 0.3313 -0.0248 -0.1221
H 6.120 1.641 -1.497 -0.0890 -0.0818 0.0096
H 5.670 -0.072 -1.697 0.0079 -0.0392 0.0363
H 7.381 0.402 -1.484 -0.0497 -0.0942 -0.0368
H 4.323 -0.102 0.395 0.0140 0.0685 -0.0632
H 4.597 1.650 0.281 -0.0342 0.0750 0.2022
H 5.883 1.466 2.478 -0.0180 -0.0338 0.1084
H 5.282 -0.203 2.641 0.1216 -0.0090 -0.0081
H 2.538 -0.202 2.325 -0.2488 -0.1498 0.2252
H 2.202 0.781 3.808 -0.1164 0.1479 -0.2650
H 3.475 -0.418 3.837 0.0325 -0.0388 -0.1256
C 1.779 0.106 -4.753 0.3644 -0.0261 0.3028
O 2.125 -1.182 -4.285 -0.1729 -0.0102 -0.0559
C 3.446 -1.229 -3.804 -0.3501 0.1951 -0.2402
C 3.767 -2.611 -3.311 0.4309 0.1326 0.1983
O 2.889 -2.949 -2.267 -0.0204 -0.0419 0.3059
C 3.025 -4.298 -1.861 0.1390 0.0774 -0.6171
H 1.917 0.857 -3.959 -0.1350 -0.0880 -0.0303
H 0.734 0.077 -5.047 0.0054 0.0194 -0.1110
H 2.428 0.396 -5.591 -0.1917 -0.0065 -0.0952
H 3.563 -0.508 -2.980 0.0504 -0.0145 -0.0256
H 4.137 -0.949 -4.613 0.1233 -0.0446 0.1422
H 4.803 -2.549 -2.931 -0.0438 -0.2705 -0.0478
H 3.745 -3.360 -4.113 -0.1598 0.0954 -0.0400
H 4.080 -4.575 -1.761 -0.0146 0.0357 0.1835
H 2.588 -4.951 -2.628 -0.0443 -0.0749 0.1678
H 2.510 -4.428 -0.915 -0.0696 0.0001 0.0553
C -0.898 1.463 4.074 -0.5739 -0.2760 -0.6073
O -0.641 2.787 4.406 0.1348 0.4011 0.1948
C -1.516 3.690 3.778 -0.1853 0.1382 -0.1827
C -1.476 5.022 4.482 0.2113 -0.0047 -0.3731
O -2.092 4.926 5.733 -0.2793 0.1878 0.3669
C -2.527 6.181 6.223 -0.4075 -0.2391 -0.1615
H -0.237 0.832 4.659 0.0336 -0.1105 -0.0301
H -0.770 1.278 2.992 0.3327 -0.0365 0.1376
H -1.951 1.191 4.259 0.1500 0.0388 0.3118
H -2.544 3.297 3.792 0.0604 0.0493 0.0661
H -1.243 3.859 2.721 0.0871 -0.1843 0.1122
H -1.992 5.754 3.847 -0.0267 0.0026 0.0204
H -0.428 5.340 4.577 -0.0299 0.0503 0.0494
H -3.279 6.621 5.549 0.2335 0.0353 -0.0667
H -1.701 6.883 6.355 0.0379 0.0060 0.0502
H -3.042 6.006 7.166 0.2462 -0.0277 0.1119
```
Forces are in eV/Å.

The calculation puts the largest force on an atom at 0.0282 hartree/bohr. Its structure (SMILES) is COCCOC.COCCOC.COCCOC.COCCOC.COCCOC.COCCOC.COCCOC.COCCOC.COCCOC. The energy comes out at -2779.5601 hartree. For the HOMO energy, the calculation gives -9.0 eV. As for the net charge: 0. Its energy relative to the best compared isomer or geometry (same formula, charge and spin) is 0.0 kJ/mol.

Here are the Mulliken charges for atoms 1 to 6, given in e: C -0.7705; O -0.2806; C -0.6310; C -0.3783; O -0.3900; C -0.7492